Formula: C4H7N3O
Source: the OMol25 dataset
Level of theory: ωB97M-V with the def2-TZVPD basis set

XYZ file:
```
15
Properties=species:S:1:pos:R:3:forces:R:3:lowdin_charge:R:1
O -4.02974 1.33734 0.25577 0.47 -0.72 -0.41 0.08
N -0.28408 -0.61497 0.15009 0.61 -0.55 -0.54 -0.09
N -0.02447 0.64350 0.40836 -1.62 0.79 1.29 -0.06
N -2.87979 -0.73799 0.00671 -0.60 0.42 -0.07 0.15
C -3.42593 0.32869 0.09631 -0.51 0.39 0.63 -0.45
C 2.12552 -0.09415 -0.02848 -2.21 1.43 -3.31 -0.12
C 0.93845 -1.07626 -0.50736 1.50 0.75 -0.01 -0.17
C 1.21313 1.05227 0.32826 0.05 3.01 1.08 -0.11
H 2.63675 0.25242 -0.94260 0.24 -0.33 0.37 0.10
H -0.89386 1.20373 0.79313 2.51 -1.04 -1.16 0.22
H -1.82967 -0.87704 0.10660 0.07 -0.07 -0.28 0.01
H 1.37169 2.19003 0.43060 0.07 -2.23 -0.04 0.14
H 0.87112 -1.16270 -1.63582 -0.13 0.20 1.25 0.13
H 1.33863 -1.94423 -0.07657 -0.49 -2.02 0.11 0.07
H 2.87227 -0.50062 0.61500 0.06 -0.05 1.08 0.09
```
Positions in Å, forces in eV/Å.

Properties
- Energy relative to the best compared isomer or geometry (same formula, charge and spin): 79.11 kcal/mol
- Highest occupied orbital energy (alpha / beta): -8.128 / -8.128 eV